Entry 1:
C5H8N | ωB97M-V with the def2-TZVPD basis set

Geometry as XYZ:
```
14
Properties=species:S:1:pos:R:3:lowdin_charge:R:1
C -0.48 0.54 -1.25 0.1484
C 0.04 -0.57 -0.77 -0.2773
C 0.48 1.64 -0.87 -0.0800
C 0.67 0.46 0.05 -0.0498
C -0.09 -1.97 -0.63 -0.0292
N -0.25 0.59 1.50 0.1701
H 1.38 1.84 -1.58 0.1669
H -0.02 2.55 -0.64 0.0967
H 0.82 -2.33 0.00 0.1429
H -0.34 -2.55 -1.53 0.1112
H -0.93 -2.19 0.01 0.0811
H 0.32 0.77 2.39 0.1675
H -0.78 -0.30 1.74 0.1656
H -0.83 1.51 1.59 0.1859
```

The net charge is +1. The value obtained for the LUMO energy (spin up / spin down) is -3.72 / -6.94 eV. As for the spin multiplicity: 3. The max |F| is 3.64 eV/A. The orbital gap (spin up / spin down) is 0.2703 / 0.2921 Eh. For the HOMO energy (spin up / spin down), the calculation gives -0.407 / -0.547 Ha.


Entry 2:
C2H7NS | ωB97M-V with the def2-TZVPD basis set

Geometry as XYZ:
```
11
Properties=species:S:1:pos:R:3:lowdin_charge:R:1
S 2.41 -1.39 -0.25 0.4587
H 2.17 -2.69 0.03 -0.2172
C -2.08 0.02 0.00 -0.1845
C -1.77 2.27 0.51 -0.0765
N -1.23 1.20 0.07 -0.0877
H -2.77 -0.19 -0.85 0.0734
H -1.40 -0.86 0.09 0.0606
H -2.63 -0.15 0.95 0.0779
H -2.59 2.86 0.13 0.0519
H -1.74 2.49 1.61 0.0860
H 2.08 -1.37 -1.53 -0.2426
```

The value obtained for the LUMO energy is -0.17 eV. The SMILES is C=NC.S. The max |F| is 3.04 eV/A. The orbital gap is 0.2892 Eh. For the HOMO energy, the calculation gives -0.295 Ha.


Entry 3:
C23H45Br2ClCsFN2O4P | ωB97M-V with the def2-TZVPD basis set

Geometry as XYZ:
```
80
Properties=species:S:1:pos:R:3:lowdin_charge:R:1
C -0.81 -6.58 -1.28 -0.4756
O -1.33 -5.41 -1.94 -0.2020
C -0.64 -5.15 -3.19 -0.2013
C -0.03 -3.68 -3.30 -0.1609
C -0.98 -2.54 -2.75 -0.1897
C -1.69 -1.69 -3.92 -0.2028
C -3.00 -0.94 -3.43 -0.2013
C -2.72 0.56 -2.90 -0.1797
C -3.10 0.57 -1.36 -0.2655
C -2.65 1.86 -0.57 -0.1929
C -1.04 1.98 -0.70 -0.1724
C -0.34 2.58 0.59 -0.0845
C 1.09 1.94 0.93 -0.3370
C 1.91 1.50 -0.34 -0.0717
C 2.10 2.55 -1.51 -0.2972
C 2.02 4.08 -1.15 -0.0300
F 1.26 2.30 -2.65 -0.0770
O 1.72 2.94 1.76 -0.1359
C 3.02 2.57 2.23 -0.2206
C 4.10 3.69 1.92 -0.6403
Br 3.82 5.46 2.73 0.6619
C 5.23 3.49 1.14 -0.6765
C 5.57 2.11 0.48 -0.1196
Br 6.53 4.98 0.86 0.6237
C 0.79 0.69 1.93 -0.2676
N 1.74 -0.42 1.55 0.0635
O -0.53 0.13 1.78 -0.1495
C -1.12 -0.29 3.01 -0.6200
C -0.19 -1.30 3.86 -0.0874
C -1.52 0.86 4.02 -0.2463
N -2.62 1.75 3.60 -0.0146
P -2.59 -1.43 2.51 0.6719
O -3.13 -2.11 4.00 -0.3609
Cl -4.20 -0.32 1.75 0.2542
H -0.91 -7.55 -1.90 0.0244
H -1.40 -6.78 -0.28 -0.3316
H 0.30 -6.47 -0.98 0.1400
H 0.24 -5.88 -3.23 0.1208
H -1.28 -5.42 -4.09 0.1365
H 0.93 -3.70 -2.70 0.1138
H 0.28 -3.54 -4.38 0.1254
H -1.80 -2.95 -2.08 0.1055
H -0.35 -1.82 -2.15 0.1038
H -2.02 -2.47 -4.68 0.1076
H -0.95 -1.03 -4.46 0.1154
H -3.80 -0.96 -4.23 0.1078
H -3.42 -1.56 -2.57 0.0990
H -3.51 1.20 -3.43 0.1148
H -1.68 0.91 -3.13 0.1052
H -4.23 0.45 -1.26 0.1058
H -2.59 -0.33 -0.88 0.0891
H -3.01 1.93 0.50 0.0563
H -3.10 2.75 -1.12 0.1179
H -0.69 0.94 -0.99 0.0952
H -0.89 2.73 -1.54 0.1113
H -0.17 3.69 0.37 0.1162
H -1.02 2.60 1.51 0.1065
H 1.38 0.60 -0.79 0.1244
H 2.95 1.11 -0.08 0.0953
H 3.16 2.39 -1.92 0.1346
H 2.50 4.37 -0.18 0.0720
H 0.95 4.46 -1.25 0.0872
H 2.60 4.63 -1.96 0.0937
H 3.38 1.54 1.95 0.1115
H 2.95 2.57 3.38 0.1323
H 5.70 1.26 1.22 0.0935
H 4.85 1.87 -0.36 0.0596
H 6.59 2.23 -0.01 0.0704
H 0.99 0.97 3.00 0.1427
H 1.27 -1.09 0.95 0.0900
H 2.08 -0.86 2.41 0.0703
H 0.07 -2.15 3.16 0.0752
H 0.77 -0.81 4.19 0.0876
H -0.76 -1.70 4.76 0.0841
H -0.59 1.46 4.33 0.1255
H -1.85 0.34 4.99 0.1234
H -2.71 1.84 2.59 0.0025
H -2.40 2.68 3.98 0.0820
H -3.51 -2.97 3.75 0.0310
Cs -2.01 -8.21 -0.06 1.6297
```

The net charge is +1. The value obtained for the LUMO energy is -3.90 eV. The max |F| is 16.12 eV/A. The orbital gap is 0.2400 Eh. For the HOMO energy, the calculation gives -0.383 Ha.


Entry 4:
C4H7NO | ωB97M-V with the def2-TZVPD basis set

Geometry as XYZ:
```
13
Properties=species:S:1:pos:R:3:lowdin_charge:R:1
O -2.11 -1.13 0.29 0.0141
C -1.10 -0.45 -0.32 -0.2347
C 0.16 1.65 0.35 -0.1099
N 0.88 1.22 -0.60 -0.0399
C 1.39 -0.12 -0.31 -0.2576
C 0.14 -0.97 -0.44 -0.0836
H -1.69 -1.66 0.97 0.1043
H -1.46 0.48 -0.74 0.1131
H 0.14 1.19 1.36 0.0917
H -0.54 2.46 0.18 0.0808
H 1.77 -0.21 0.73 0.1117
H 2.21 -0.41 -0.97 0.1047
H 0.23 -2.05 -0.51 0.1053
```

The value obtained for the LUMO energy is 0.77 eV. The SMILES is C=NC/C=C/O. The max |F| is 0.61 eV/A. The orbital gap is 0.3449 Eh. For the HOMO energy, the calculation gives -0.317 Ha.


Look up the max |F| of the third one. 16.12 eV/A